Record 1
C26H29N5O6RuS2Se3Te | ωB97M-V with the def2-TZVPD basis set

E = -10097.1068 Ha
<S²> = 0.91
HOMO (spin up / spin down) = -3.958 / -3.959 eV
gap between HOMO and LUMO (spin up / spin down) = 5.45 / 5.29 eV
relative energy (zero: lowest compared OMol25 entry of this formula, charge and spin) = 260.88 kJ/mol

ORCA input file:
```
! RIJCOSX wB97M-V def2-TZVPD def2/J DEFGRID3
* xyz -1 2
Ru -1.792 1.162 -1.042
Se 0.693 1.412 1.084
Se 2.868 1.017 1.183
Te 2.670 1.726 -1.953
Se 0.205 1.695 -1.834
C 3.039 5.409 2.527
C 1.694 5.097 1.937
C 1.509 5.054 0.562
C 0.285 4.687 0.022
C -0.759 4.369 0.868
C -0.604 4.439 2.248
C 0.617 4.804 2.777
S -2.228 3.533 0.321
O -3.357 4.178 0.932
O -2.219 3.490 -1.149
N -1.998 2.011 0.854
C -3.062 1.443 1.660
C -4.022 0.611 0.769
O -4.988 0.055 1.268
O -3.688 0.596 -0.475
H 3.728 5.761 1.761
H 3.462 4.501 2.964
H 2.955 6.166 3.309
H 2.340 5.260 -0.102
H 0.147 4.611 -1.049
H -1.436 4.157 2.881
H 0.753 4.821 3.852
H -3.655 2.234 2.122
H -2.652 0.803 2.448
C 2.614 -4.167 -1.149
C 1.759 -3.091 -1.812
C 1.783 -1.767 -1.049
N 1.152 -1.872 0.258
C -0.142 -1.690 0.460
S -1.269 -1.503 -0.797
N -0.673 -1.737 1.726
C -0.146 -1.891 3.011
O -0.800 -1.507 3.950
C 1.128 -2.645 3.190
C 1.256 -3.928 2.661
C 2.394 -4.672 2.922
C 3.417 -4.132 3.688
C 3.286 -2.859 4.223
C 2.131 -2.127 4.001
H 2.561 -5.101 -1.711
H 2.270 -4.361 -0.132
H 3.658 -3.852 -1.102
H 0.723 -3.432 -1.889
H 2.133 -2.909 -2.823
H 1.269 -0.998 -1.625
H 2.808 -1.433 -0.887
H 1.763 -1.791 1.062
H -1.634 -1.417 1.744
H 0.452 -4.348 2.068
H 2.483 -5.676 2.526
H 4.318 -4.706 3.865
H 4.082 -2.429 4.816
H 2.004 -1.147 4.438
N -0.707 -2.697 -4.759
C -1.631 -2.014 -5.483
O -1.873 -2.262 -6.650
C -2.353 -0.946 -4.723
C -3.660 -0.611 -5.053
C -4.292 0.379 -4.323
C -3.629 0.970 -3.262
N -2.378 0.632 -2.929
C -1.744 -0.275 -3.677
H -0.186 -3.423 -5.217
H -0.584 -2.554 -3.770
H -4.152 -1.119 -5.872
H -5.298 0.693 -4.562
H -4.098 1.739 -2.664
H -0.700 -0.430 -3.439
*
```

=====

Record 2
C26H29NO7 | ωB97M-V with the def2-TZVPD basis set

E = -1589.5515 Ha
HOMO = -7.908 eV
gap between HOMO and LUMO = 8.26 eV
relative energy (zero: lowest compared OMol25 entry of this formula, charge and spin) = 174.92 kJ/mol

ORCA input file:
```
! RIJCOSX wB97M-V def2-TZVPD def2/J DEFGRID3
* xyz 0 1
C 2.262 1.905 2.028
H 1.859 2.335 2.944
O 1.227 1.110 1.504
C 1.459 0.343 0.413
C 0.443 -0.541 0.048
C 0.627 -1.322 -1.094
C 1.799 -1.272 -1.876
C 2.816 -0.378 -1.462
C 2.631 0.410 -0.339
H 3.406 1.094 -0.039
O 3.949 -0.330 -2.207
C 4.991 0.539 -1.833
H 5.774 0.384 -2.574
H 5.383 0.297 -0.840
H 4.674 1.586 -1.859
C 1.865 -2.134 -3.033
C 0.804 -2.928 -3.314
C -0.391 -2.960 -2.511
O -1.372 -3.633 -2.718
O -0.400 -2.142 -1.411
H 0.805 -3.585 -4.169
C 3.062 -2.172 -3.923
H 3.946 -2.455 -3.357
H 2.908 -2.887 -4.726
H 3.249 -1.190 -4.350
C -0.827 -0.648 0.865
C -0.465 -0.855 2.321
C -0.940 -0.060 3.351
C -0.581 -0.276 4.681
C 0.272 -1.317 4.943
C 0.753 -2.128 3.915
C 0.399 -1.921 2.608
H 0.775 -2.558 1.825
O 1.584 -3.085 4.443
C 1.586 -2.866 5.837
O 0.787 -1.744 6.142
H 1.185 -3.755 6.351
H 2.618 -2.687 6.180
H -0.956 0.350 5.473
H -1.604 0.760 3.136
H -1.355 -1.546 0.527
C -1.733 0.558 0.595
H -1.222 1.465 0.919
H -2.660 0.451 1.159
C -2.099 0.649 -0.887
N -3.211 1.556 -1.108
C -3.819 1.366 -2.415
C -5.044 2.271 -2.535
O -4.701 3.628 -2.367
C -4.087 3.823 -1.116
C -2.841 2.953 -0.958
H -2.420 3.110 0.035
H -2.090 3.252 -1.714
H -3.829 4.882 -1.063
H -4.797 3.578 -0.311
H -5.491 2.188 -3.527
H -5.782 1.978 -1.773
H -4.127 0.323 -2.514
H -3.111 1.605 -3.229
H -2.415 -0.339 -1.228
H -1.213 0.943 -1.480
H 3.145 1.308 2.272
H 2.541 2.713 1.344
*
```